No. 1
DFT (wB97M-V/def2-TZVPD) results for a 2-piece molecular cluster, C3H14N4 overall in a non-equilibrium geometry.

Computed properties:
* HOMO: -7.79 eV
* DFT total energy: -341.59672 Eh
* energy above the lowest of the compared OMol25 structures with the same formula, charge and spin: 2.609 eV
* SMILES: NCCN.CNN

Bonds (Å) are listed after each position.
Geometry (Å):
1 N 1.07008 -0.71736 0.15831  H2 1.047, C8 1.462, N11 1.426
2 H 0.34166 -0.04379 -0.17550  N1 1.047
3 H -1.85101 0.07689 1.46719  C14 1.091
4 N -1.46600 -1.57277 0.30940  H12 1.019, C14 1.393, H21 1.237
5 H 2.78316 -1.62551 -0.65543  C8 1.091
6 H -2.18260 1.60220 -0.85350  C18 1.095
7 H -0.78922 0.75764 -1.42560  C18 1.098
8 C 1.96007 -0.98196 -0.97083  N1 1.462, H5 1.091, H10 1.090, H15 1.097
9 N -0.41639 2.07196 0.17763  H17 1.016, C18 1.468, H20 1.016
10 H 1.38483 -1.49318 -1.74207  C8 1.090
11 N 1.66362 -0.06608 1.27944  N1 1.426, H13 1.023, H16 1.017
12 H -1.72096 -1.96073 -0.59744  N4 1.019
13 H 2.01600 0.84675 0.97944  N11 1.023
14 C -1.99181 -0.29037 0.44950  H3 1.091, N4 1.393, C18 1.827, H19 1.092
15 H 2.35993 -0.04940 -1.38732  C8 1.097
16 H 2.42811 -0.63596 1.63219  N11 1.017
17 H -0.14083 1.75161 1.10156  N9 1.016
18 C -1.27727 1.09597 -0.50209  H6 1.095, H7 1.098, N9 1.468, C14 1.827
19 H -3.04217 -0.22576 0.15812  C14 1.092
20 H -0.89725 2.95424 0.32971  N9 1.016
21 H -0.23194 -1.49438 0.26730  N4 1.237



No. 2
DFT (wB97M-V/def2-TZVPD) results for a 3-piece molecular cluster, C3H14N4 overall in a non-equilibrium geometry.

Computed properties:
* HOMO (spin up / spin down): -6.65 / -5.92 eV
* DFT total energy: -341.56194 Eh
* energy above the lowest of the compared OMol25 structures with the same formula, charge and spin: 3.556 eV

Bonds (Å) are listed after each position.
Geometry (Å):
1 H 1.11514 1.83762 -1.11115  N11 1.014
2 H -1.48829 1.57110 -1.83073  N16 1.023
3 N -1.35819 1.25395 0.87768  C7 1.456, H8 1.024, H13 1.014
4 H 0.14361 2.91462 -0.33645  N11 1.023
5 H 0.14068 0.17213 2.06561  N18 1.013
6 C 0.14968 -2.15737 -0.85404  H9 1.088, H10 1.084, H15 1.172, H21 1.089
7 C -0.41087 0.91864 -0.17591  N3 1.456, N11 1.451, N16 1.452
8 H -1.80098 2.16722 0.74336  N3 1.024
9 H -0.49956 -2.64268 -0.12887  C6 1.088
10 H 1.09023 -2.69417 -0.90745  C6 1.084
11 N 0.56768 1.98565 -0.27063  H1 1.014, H4 1.023, C7 1.451
12 H 1.04966 -1.98955 1.76708  C17 1.077
13 H -2.09376 0.55703 0.91095  N3 1.014
14 H 2.40152 -1.21238 0.73207  C17 1.077
15 H 0.13253 -1.00189 -0.65900  C6 1.172
16 N -1.02523 0.72981 -1.47815  H2 1.023, C7 1.452, H19 1.014
17 C 1.55012 -1.11530 1.38510  H12 1.077, H14 1.077, N18 1.329
18 N 0.93111 0.05962 1.44201  H5 1.013, C17 1.329, H20 1.025
19 H -1.69505 -0.03147 -1.46312  N16 1.014
20 H 1.42046 0.90321 1.12569  N18 1.025
21 H -0.32051 -2.22580 -1.83404  C6 1.089



No. 3
DFT (wB97M-V/def2-TZVPD) results for an isolated ion of composition C3H14N4 and charge +2 in a non-equilibrium geometry.

Computed properties:
* HOMO: -18.27 eV
* DFT total energy: -340.94501 Eh
* energy above the lowest of the compared OMol25 structures with the same formula, charge and spin: 3.048 eV
* net charge: +2
* SMILES: C[C@H](N[NH3+])N(C)[NH3+]

Bonds (Å) are listed after each position.
Geometry (Å):
1 H -1.03799 1.94241 1.32679  C15 1.055
2 N 1.65092 -0.40327 -1.37879  H8 0.959, H14 1.049, H20 1.030, N21 1.522
3 H 1.07694 -0.77141 2.00277  C5 1.077
4 H 0.14197 1.42844 -0.63595  C12 1.035
5 C 1.49301 -1.04290 1.04728  H3 1.077, H11 1.020, H19 1.109, N21 1.407
6 H -0.73407 0.46960 2.19812  C15 1.130
7 H -3.18626 -0.25768 -0.53235  N9 1.020
8 H 2.53968 -0.11214 -1.59301  N2 0.959
9 N -2.42799 0.24106 -0.99828  H7 1.020, H10 1.080, N13 1.396, H18 1.004
10 H -2.48963 1.21852 -0.54295  N9 1.080
11 H 2.49380 -1.03756 1.24268  C5 1.020
12 C 0.03598 0.66385 0.05314  H4 1.035, N13 1.791, C15 1.503, N21 1.401
13 N -1.20742 -0.37381 -0.71141  N9 1.396, C12 1.791, H17 0.980
14 H 0.90922 -0.03072 -2.02077  N2 1.049
15 C -0.31800 1.17652 1.42137  H1 1.055, H6 1.130, C12 1.503, H16 1.137
16 H 0.57465 1.61601 1.97205  C15 1.137
17 H -1.23253 -1.17084 -0.14245  N13 0.980
18 H -2.52776 0.03916 -1.97673  N9 1.004
19 H 1.29714 -2.07402 0.68770  C5 1.109
20 H 1.73465 -1.42650 -1.46485  N2 1.030
21 N 1.21370 -0.09471 0.04565  N2 1.522, C5 1.407, C12 1.401



No. 4
DFT (wB97M-V/def2-TZVPD) results for a 2-piece molecular cluster, C3H14N4S overall in a non-equilibrium geometry.

Computed properties:
* HOMO (spin up / spin down): -13.70 / -17.45 eV
* spin multiplicity: 3
* DFT total energy: -739.06052 Eh
* net charge: +2
* <S²>: 2.0066

Bonds (Å) are listed after each position.
Geometry (Å):
1 H -0.27412 3.44515 1.51924  N15 1.055
2 H -2.65802 -2.56462 0.17527  C5 1.131
3 N 0.49311 1.58822 1.20396  H9 1.051, H10 1.078, N15 1.395
4 N -0.89444 -1.56984 -0.06770  C5 1.413, C11 1.329, N20 1.395
5 C -2.30604 -1.51935 -0.07476  H2 1.131, N4 1.413, H13 1.097, H18 1.064
6 H 1.51671 3.06906 2.00515  N15 1.081
7 H 1.75442 0.05929 -3.46985  C19 1.083
8 H -0.00360 2.78832 2.82038  N15 1.047
9 H 1.30045 0.94001 1.38380  N3 1.051
10 H -0.43826 1.04571 1.23089  N3 1.078
11 C -0.22719 -0.78447 -0.90742  N4 1.329, H17 1.009, S21 1.717
12 H 1.43163 1.33427 -2.17512  C19 1.146
13 H -2.64061 -0.68196 0.54972  C5 1.097
14 H -0.81287 -3.19956 1.11058  N20 1.045
15 N 0.47575 2.80262 1.88975  H1 1.055, N3 1.395, H6 1.081, H8 1.047
16 H 2.92325 0.29277 -2.49933  C19 1.056
17 H -0.68891 -0.06142 -1.43784  C11 1.009
18 H -2.75793 -1.43276 -1.03463  C5 1.064
19 C 1.86975 0.30490 -2.42162  H7 1.083, H12 1.146, H16 1.056, S21 1.794
20 N -0.21809 -2.38357 0.84094  N4 1.395, H14 1.045, H22 0.981
21 S 1.46741 -0.90085 -1.15576  C11 1.717, C19 1.794
22 H 0.68760 -2.57194 0.51435  N20 0.981



No. 5
DFT (wB97M-V/def2-TZVPD) results for a 3-piece molecular cluster, C3H14NO2 overall.

Computed properties:
* HOMO (spin up / spin down): -2.84 / -11.97 eV
* spin multiplicity: 2
* DFT total energy: -327.81606 Eh
* energy above the lowest of the compared OMol25 structures with the same formula, charge and spin: 0.005 eV
* <S²>: 0.7505

Bonds (Å) are listed after each position.
Geometry (Å):
1 H 1.15435 -0.61745 1.08929  C7 1.083
2 H 1.17873 1.48072 -2.01031  C14 1.085
3 C 0.98275 1.30692 0.11633  N5 1.499, C7 1.522, H11 1.088, C14 1.518
4 H -0.78252 2.09043 1.03561  N5 1.059
5 N -0.48139 1.62598 0.13307  C3 1.499, H4 1.059, H8 1.043, H13 1.046
6 H 2.37257 0.40191 -1.23637  C14 1.093
7 C 1.31807 0.42961 1.31438  H1 1.083, C3 1.522, H10 1.088, H16 1.090
8 H -1.10420 0.79856 0.01061  N5 1.043
9 H 0.76464 -0.18863 -1.43558  C14 1.093
10 H 2.36717 0.51244 1.59133  C7 1.088
11 H 1.43177 2.29261 0.22168  C3 1.088
12 H -2.07200 -1.50855 -0.35239  O20 0.969
13 H -0.72526 2.39028 -0.53827  N5 1.046
14 C 1.32904 0.72765 -1.24356  H2 1.085, C3 1.518, H6 1.093, H9 1.093
15 O -1.40713 -3.41612 -0.42321  H18 0.963, H19 0.961
16 H 0.77903 0.80533 2.18420  C7 1.090
17 H -2.46177 -0.63204 0.85516  O20 0.970
18 H -1.42114 -3.61803 -1.36486  O15 0.963
19 H -1.27033 -4.25594 0.02365  O15 0.961
20 O -1.95237 -0.62568 0.02924  H12 0.969, H17 0.970



> What is the DFT total energy in the fourth record?

-739.06052 Eh



Please write out number 2 again, unchanged.
DFT (wB97M-V/def2-TZVPD) results for a 3-piece molecular cluster, C3H14N4 overall in a non-equilibrium geometry.

Computed properties:
* HOMO (spin up / spin down): -6.65 / -5.92 eV
* DFT total energy: -341.56194 Eh
* energy above the lowest of the compared OMol25 structures with the same formula, charge and spin: 3.556 eV

Bonds (Å) are listed after each position.
Geometry (Å):
1 H 1.11514 1.83762 -1.11115  N11 1.014
2 H -1.48829 1.57110 -1.83073  N16 1.023
3 N -1.35819 1.25395 0.87768  C7 1.456, H8 1.024, H13 1.014
4 H 0.14361 2.91462 -0.33645  N11 1.023
5 H 0.14068 0.17213 2.06561  N18 1.013
6 C 0.14968 -2.15737 -0.85404  H9 1.088, H10 1.084, H15 1.172, H21 1.089
7 C -0.41087 0.91864 -0.17591  N3 1.456, N11 1.451, N16 1.452
8 H -1.80098 2.16722 0.74336  N3 1.024
9 H -0.49956 -2.64268 -0.12887  C6 1.088
10 H 1.09023 -2.69417 -0.90745  C6 1.084
11 N 0.56768 1.98565 -0.27063  H1 1.014, H4 1.023, C7 1.451
12 H 1.04966 -1.98955 1.76708  C17 1.077
13 H -2.09376 0.55703 0.91095  N3 1.014
14 H 2.40152 -1.21238 0.73207  C17 1.077
15 H 0.13253 -1.00189 -0.65900  C6 1.172
16 N -1.02523 0.72981 -1.47815  H2 1.023, C7 1.452, H19 1.014
17 C 1.55012 -1.11530 1.38510  H12 1.077, H14 1.077, N18 1.329
18 N 0.93111 0.05962 1.44201  H5 1.013, C17 1.329, H20 1.025
19 H -1.69505 -0.03147 -1.46312  N16 1.014
20 H 1.42046 0.90321 1.12569  N18 1.025
21 H -0.32051 -2.22580 -1.83404  C6 1.089